{"formula": "C63H50FNO5P2PtS", "method": "ωB97M-V with the def2-TZVPD basis set", "max_force_ev_per_a": 1.05, "orbital_gap_ev": 6.9, "energy_ev": -113236.7639, "e_homo_ev": -12.68, "charge": 2, "e_above_lowest_kcal_mol": 31.6, "symbols": ["H", "C", "C", "H", "C", "C", "H", "H", "C", "C", "H", "H", "H", "C", "H", "H", "H", "H", "C", "C", "H", "H", "C", "H", "C", "H", "C", "N", "C", "C", "O", "C", "H", "H", "H", "H", "H", "C", "P", "C", "H", "H", "C", "O", "H", "C", "C", "H", "O", "C", "C", "H", "C", "C", "H", "C", "C", "H", "C", "C", "H", "C", "H", "C", "C", "C", "Pt", "C", "C", "C", "C", "C", "H", "C", "C", "C", "H", "C", "H", "F", "H", "C", "C", "H", "O", "C", "C", "H", "H", "C", "C", "C", "H", "O", "H", "C", "H", "H", "H", "H", "C", "C", "C", "H", "H", "C", "H", "S", "H", "C", "C", "H", "H", "C", "C", "C", "H", "C", "P", "C", "C", "H", "C", "C"], "xyz": [[-0.99457, 2.69634, 4.49355], [-1.73134, 4.91735, 1.51051], [-1.26630, 3.25632, -0.14706], [4.36403, 0.54695, -0.18390], [6.05903, -0.63424, -2.87707], [-0.67955, -2.38327, 6.76339], [-1.90459, 7.98286, 0.74772], [2.79565, -6.46129, 1.25213], [-5.34932, -0.22643, 0.96753], [-1.66750, 4.17100, -1.10312], [2.37433, -3.84591, -4.69548], [-3.98955, -4.34439, -0.09588], [-1.76734, -3.97432, 0.80705], [-0.56499, -1.99430, 4.02885], [-2.58386, -2.74201, 3.98860], [-2.67650, -3.08847, 6.42922], [2.55025, 0.16737, 3.60987], [3.65548, -4.19855, 0.75297], [-3.76420, -3.39392, 0.36909], [2.55084, 3.73138, -3.02670], [-6.24822, -2.57153, -1.01694], [-1.34274, 5.09928, 4.87755], [-3.28110, 0.30441, -2.81608], [2.63690, 4.11497, -4.03468], [-2.54149, 0.98919, -1.86594], [-0.78959, -0.55290, -4.93849], [-2.09582, -2.00867, 1.53418], [2.83267, -2.31318, -3.39073], [4.47648, -3.43786, -4.81170], [-2.13802, 5.45695, -0.78505], [-1.12860, 0.65256, 3.84764], [-1.16027, 1.11939, -2.01545], [3.16188, -1.09094, -5.78157], [-5.94508, 1.78219, 1.44887], [-2.44978, 6.12778, -1.57476], [7.04733, -0.54857, -3.31113], [4.67688, -4.16614, -4.02247], [-4.29023, -1.15901, 1.00972], [-0.42441, -1.91444, 2.24620], [5.76821, 0.08358, -1.71784], [1.54134, -1.79382, -5.73535], [1.33512, -1.63797, 6.80113], [-2.83074, 0.48370, 1.88518], [-0.63822, -1.01598, -0.37554], [3.22705, 0.45965, 1.99654], [0.09047, -4.65185, 2.17018], [-0.11699, -1.87857, -1.21236], [-0.72416, -2.53309, 7.83368], [1.30424, 1.23906, 2.32444], [0.48104, -1.88020, 6.18321], [3.57377, -0.82414, -1.65400], [6.45871, -2.60452, -4.62635], [-3.00759, -0.89044, 1.51237], [2.27621, -0.92940, -1.01333], [0.89570, -3.00293, -3.28720], [2.33160, 2.76468, -0.42864], [1.64546, -2.38391, -2.81013], [2.77359, -2.49072, -6.78991], [-1.18015, 2.78152, 2.38225], [3.60318, 3.88205, -2.13351], [-2.94657, 7.19440, 3.34568], [0.89393, -5.75488, 1.94382], [-0.88185, -4.78380, 2.62715], [-1.38820, 4.71379, 3.86837], [0.54191, -1.68677, 4.81695], [3.84027, -1.52786, -2.83820], [0.30652, 0.07150, 1.08706], [-1.72442, -2.50420, 4.60220], [1.84325, -3.21655, 1.33889], [4.56123, -0.00657, -1.08954], [1.38193, 3.10329, -2.62763], [-3.86970, 1.38857, 1.88072], [3.04283, 1.79622, 3.14581], [-1.27756, -0.12361, -4.07290], [-6.12968, -2.32717, 0.03900], [-1.73255, 5.49381, 2.79913], [2.22831, -2.22718, 1.14857], [3.49149, 3.40712, -0.83419], [-1.57715, 3.89608, -2.14797], [6.71732, 0.87406, -1.20826], [0.53172, -6.74228, 2.19614], [3.03172, -2.97658, -4.70786], [2.60344, -2.02668, -5.81879], [2.23395, 2.38531, 0.58186], [-0.79108, -2.75644, -1.71140], [-4.68454, -2.39623, 0.45712], [-1.77628, -2.69503, 5.97676], [-3.51975, 7.38052, 1.05083], [4.30974, 3.53751, -0.13769], [2.58662, 0.87468, 2.77632], [-1.15437, 3.34271, 3.64277], [2.64816, -4.32751, 1.12753], [5.36541, -1.61728, -5.56521], [2.11559, -0.33069, 0.10304], [-3.03831, 1.42228, -1.00447], [1.30409, -1.71432, -1.65066], [4.61563, -3.94662, -5.76493], [-4.35297, 0.20952, -2.69826], [0.54273, 0.63392, -3.23940], [-7.41272, -0.83733, 1.03950], [-2.11471, 6.94706, 2.68666], [0.55169, -3.37467, 1.83351], [-2.11708, 5.84556, 0.52614], [-3.68483, 2.40557, 2.20219], [4.51009, 4.38008, -2.45022], [1.27470, 2.60640, -1.32897], [-3.23091, -0.78107, -4.66449], [-1.26083, 1.01215, 2.44413], [1.43832, -1.28712, 4.36240], [-6.56502, -0.87411, 0.35481], [-1.37796, 3.59012, 1.23362], [-6.86880, -0.33626, -0.54461], [-1.27600, 7.57470, 2.99184], [-5.15503, 1.04350, 1.43790], [-0.53026, 0.55025, -3.12180], [-2.65174, -0.25129, -3.92030], [0.55827, 3.00679, -3.32308], [-2.46093, 7.15570, 1.18792], [-0.23435, 1.87420, -0.67138], [5.11035, -1.44927, -3.44939], [5.42740, -2.25717, -4.68157], [-6.72241, -3.05350, 0.59606], [2.16865, -5.59480, 1.41488], [-2.48335, -3.17526, 0.91066]], "forces_ev_per_a": [[0.0, 0.0, 0.0], [0.0, 0.0, 0.0], [0.1, -0.1, 0.4], [0.0, 0.0, 0.0], [0.0, 0.0, 0.0], [0.0, 0.0, 0.0], [0.0, 0.0, 0.0], [0.0, 0.0, 0.0], [0.0, -0.1, 0.0], [0.1, 0.0, 0.0], [0.0, 0.0, 0.0], [0.0, 0.0, 0.0], [0.0, -0.1, 0.0], [0.0, -0.2, 0.1], [0.0, 0.0, 0.0], [0.0, 0.0, 0.0], [0.0, 0.0, 0.0], [0.0, 0.0, 0.0], [0.0, -0.1, 0.0], [0.0, 0.0, 0.0], [0.0, 0.0, 0.0], [0.0, 0.0, 0.0], [0.0, 0.0, 0.0], [0.0, 0.0, 0.0], [0.0, 0.0, 0.0], [0.0, 0.0, 0.0], [-0.1, 0.2, 0.1], [0.0, 0.0, 0.0], [0.0, 0.0, 0.0], [0.0, 0.0, -0.1], [0.1, -0.1, -0.4], [-0.1, -0.1, 0.0], [0.0, 0.0, 0.0], [0.0, 0.0, 0.0], [0.0, 0.0, 0.0], [0.0, 0.0, 0.0], [0.0, 0.0, 0.0], [0.0, 0.0, 0.0], [0.3, 0.1, -0.2], [0.0, 0.0, 0.0], [0.0, 0.0, 0.0], [0.0, 0.0, 0.0], [0.1, -0.1, -0.1], [-0.1, 0.0, 0.3], [0.0, 0.0, -0.1], [0.1, 0.0, 0.0], [-0.1, -0.2, 0.0], [0.0, 0.0, 0.0], [0.0, 0.4, 0.1], [0.0, 0.0, 0.0], [-0.1, 0.0, 0.1], [0.0, 0.0, 0.0], [0.1, -0.1, 0.0], [-0.1, -0.2, -0.4], [0.0, 0.0, 0.0], [0.0, 0.0, -0.1], [0.1, 0.0, -0.1], [0.0, 0.0, 0.0], [-0.1, 0.0, 0.2], [0.0, 0.0, 0.0], [0.0, 0.0, 0.0], [-0.1, 0.0, 0.0], [0.0, 0.0, 0.0], [0.0, 0.0, 0.0], [-0.1, -0.1, 0.0], [0.0, 0.0, 0.0], [-0.2, 0.4, -1.0], [0.0, 0.1, 0.1], [-0.1, -0.1, 0.0], [0.0, 0.0, 0.1], [0.0, 0.0, 0.0], [0.0, 0.1, -0.1], [0.0, 0.0, 0.0], [-0.1, 0.0, 0.0], [0.0, 0.0, 0.0], [0.0, -0.1, -0.1], [0.0, 0.0, 0.0], [0.0, 0.0, 0.0], [0.0, 0.0, 0.0], [0.0, 0.0, 0.0], [0.0, 0.0, 0.0], [0.0, 0.0, 0.0], [0.0, 0.0, 0.0], [0.0, 0.0, 0.0], [0.0, 0.1, 0.0], [0.0, 0.0, 0.0], [0.0, 0.0, 0.0], [0.0, 0.0, 0.0], [0.0, 0.0, 0.0], [0.0, -0.1, 0.2], [-0.1, 0.1, 0.1], [0.0, 0.0, 0.0], [0.0, 0.0, 0.0], [-0.3, 0.2, 0.3], [0.0, 0.0, 0.0], [0.1, 0.1, 0.1], [0.0, 0.0, 0.0], [0.0, 0.0, 0.0], [0.0, 0.0, 0.0], [0.0, 0.0, 0.0], [0.0, 0.0, 0.0], [0.1, 0.0, 0.0], [0.0, 0.0, 0.1], [0.0, 0.0, 0.0], [0.0, 0.0, 0.0], [0.1, 0.1, 0.2], [0.0, 0.0, 0.0], [-0.1, -0.1, 0.6], [0.0, 0.0, 0.0], [0.0, 0.0, 0.0], [0.0, 0.0, -0.4], [0.0, 0.0, 0.0], [0.0, 0.0, 0.0], [0.0, 0.0, 0.0], [0.0, 0.1, 0.0], [0.0, 0.0, 0.0], [0.0, 0.0, 0.0], [0.0, 0.0, 0.0], [0.3, -0.4, 0.2], [0.0, 0.0, 0.0], [0.0, 0.0, 0.0], [0.0, 0.0, 0.0], [0.0, 0.0, 0.0], [0.0, 0.0, 0.1]]}